ORCA calculation (ωB97M-V/def2-TZVPD) on 8 unconnected molecules or ions with the total composition C16H48O8.

```
! RIJCOSX wB97M-V def2-TZVPD def2/J DEFGRID3
* xyz 0 1
H 41.669 20.632 14.559
H 42.837 13.998 14.276
H 38.111 19.709 12.742
H 42.354 19.100 14.424
H 43.156 16.314 13.796
C 37.166 19.096 12.640
H 42.982 17.119 11.600
H 41.035 13.083 13.955
C 44.081 13.799 10.767
H 44.299 14.746 14.905
H 43.076 19.974 9.084
H 44.574 20.033 15.132
H 36.968 21.028 11.744
H 39.730 12.418 12.881
C 43.865 20.611 14.476
O 43.063 13.505 9.828
C 39.467 12.658 15.148
C 45.274 12.982 10.120
H 44.100 21.726 14.822
H 40.501 14.984 12.824
H 44.133 20.551 13.498
H 41.973 18.377 10.935
C 36.952 15.613 10.403
C 40.258 12.309 13.823
C 40.783 16.805 11.947
O 41.964 19.638 16.073
O 41.035 15.335 11.998
C 43.867 19.994 9.913
H 44.293 21.736 9.034
C 36.266 20.367 12.354
H 42.990 17.811 15.554
H 37.279 18.518 11.630
O 46.049 21.252 10.216
H 35.684 13.988 10.655
H 41.204 20.075 16.362
H 46.794 20.887 9.786
O 35.121 14.934 9.003
H 39.008 11.549 15.306
H 40.892 17.291 13.006
H 37.773 15.034 11.051
H 40.199 12.596 15.921
O 38.629 13.739 15.074
C 42.070 17.373 11.096
H 42.720 12.639 9.817
H 38.369 13.992 15.983
O 43.351 16.970 15.793
H 36.418 16.278 11.055
C 43.179 14.742 15.020
O 35.099 20.136 11.616
H 46.189 13.147 10.579
H 44.296 18.899 9.832
H 36.897 13.512 9.464
H 40.810 11.502 13.929
H 36.089 20.951 13.016
C 42.844 16.172 14.706
C 42.398 19.998 14.861
H 41.548 16.131 14.711
H 36.657 18.770 13.569
H 42.290 16.825 10.217
C 36.155 14.389 9.868
H 34.329 20.436 11.963
H 42.929 14.403 16.053
H 45.441 20.652 8.303
H 44.510 14.939 10.862
C 44.995 20.990 9.304
H 43.553 20.164 10.950
H 39.876 17.036 11.481
H 34.769 14.123 8.514
H 37.344 16.187 9.651
H 45.473 13.309 8.973
H 44.058 13.314 11.608
H 45.030 11.853 10.048
*
```

**SMILES**: CCO.CCO.CCO.CCO.CCO.CCO.CCO.CCO
**Relative energy (zero: lowest compared OMol25 entry of this formula, charge and spin)**: 12.581 eV
**Orbital gap**: 10.1242 eV

These are the Mulliken partial charges, in e, on atoms 1 to 8: number 1, H, carries 0.604; number 2, H, carries 0.018; number 3, H, carries 0.173; number 4, H, carries -0.525; number 5, H, carries 0.186; number 6, C, carries -0.478; number 7, H, carries 0.320; number 8, H, carries -0.298